(1)
Density functional theory data (ωB97M-V with the def2-TZVPD basis set) for C17H17BrHo as an isolated structure at a distorted geometry.

Calculated values
Electronic energy = -113745.535 eV
Energy relative to the best compared isomer or geometry (same formula, charge and spin) = 2.020 eV
Strongest force on any atom = 3.49 eV/A

Geometry as ORCA input:
```
! RIJCOSX wB97M-V def2-TZVPD def2/J DEFGRID3
* xyz -1 5
C 3.490 0.242 0.243
C 3.209 1.619 0.490
C 2.388 1.697 1.665
H 3.524 2.441 -0.151
C 2.200 0.342 2.125
C 2.868 -0.530 1.230
H 2.958 -1.611 1.296
H 4.150 -0.157 -0.519
H 1.779 2.565 1.964
H 1.590 0.013 2.971
Ho 0.788 1.091 0.009
Br 0.223 2.907 -1.762
C 0.113 -1.929 -2.680
C 0.874 -2.792 -1.820
C 2.230 -2.352 -1.860
H 0.479 -3.571 -1.181
C 2.318 -1.270 -2.787
C 1.000 -1.007 -3.288
H 0.734 -0.191 -3.965
H -0.969 -1.934 -2.774
H 3.046 -2.694 -1.223
H 3.215 -0.676 -2.991
C -0.937 -0.621 0.819
C -2.160 0.217 0.937
C -2.816 0.818 -0.187
C -4.082 1.372 -0.045
C -4.689 1.425 1.223
C -3.999 0.968 2.370
C -2.734 0.428 2.232
H -0.543 -0.947 1.797
H -1.032 -1.467 0.133
H -2.284 0.823 -1.128
H -4.607 1.766 -0.910
H -5.692 1.853 1.322
H -4.478 1.052 3.351
H -2.150 0.113 3.094
*
```

---

(2)
Density functional theory data (ωB97M-V with the def2-TZVPD basis set) for a 2-piece molecular cluster, C5H7Br overall at a distorted geometry.

Calculated values
Electronic energy = -75336.863 eV
Energy relative to the best compared isomer or geometry (same formula, charge and spin) = 2.955 eV
Strongest force on any atom = 5.20 eV/A

Geometry as ORCA input:
```
! RIJCOSX wB97M-V def2-TZVPD def2/J DEFGRID3
* xyz 0 1
C -1.566 0.760 1.641
C -0.649 -0.078 1.168
C 0.837 -1.061 -1.132
C 1.517 0.241 -0.814
C 0.017 0.104 -0.765
Br -1.357 0.922 -1.730
H -2.029 0.599 2.604
H -1.994 1.442 0.951
H -0.180 -0.924 1.726
H 0.785 -1.531 -2.100
H 0.948 -1.869 -0.328
H 1.778 0.321 0.185
H 1.894 1.073 -1.405
*
```

---

(3)
Density functional theory data (ωB97M-V with the def2-TZVPD basis set) for C41H43AsF6IN9O5PRh as an isolated structure at a distorted geometry.

Calculated values
Electronic energy = -164401.331 eV
Strongest force on any atom = 3.16 eV/A

Geometry as ORCA input:
```
! RIJCOSX wB97M-V def2-TZVPD def2/J DEFGRID3
* xyz 1 2
Rh -0.947 -0.260 -1.568
C 2.930 3.348 0.359
N 1.817 2.929 -0.451
C 1.024 1.878 -0.255
N 0.102 1.843 -1.203
C 0.393 2.905 -1.985
N 1.418 3.584 -1.542
C 2.674 3.172 1.840
C 3.751 2.956 2.694
C 3.554 2.791 4.056
C 2.278 2.803 4.584
C 1.192 3.016 3.736
C 1.396 3.224 2.372
C -0.156 2.957 4.251
N -0.536 2.757 5.479
N -1.861 2.681 5.488
C -2.275 2.838 4.264
O -1.225 3.024 3.424
C -3.610 2.735 3.730
C -4.665 2.235 4.491
C -5.892 2.034 3.888
C -6.071 2.300 2.537
C -5.036 2.838 1.783
C -5.213 3.163 0.319
N -4.426 2.287 -0.519
C -3.117 2.036 -0.525
N -2.847 1.151 -1.471
C -4.051 0.883 -2.029
N -5.011 1.560 -1.469
C -3.816 3.074 2.394
H 3.121 4.399 0.121
H 3.819 2.772 0.077
H 1.115 1.191 0.561
H -0.170 3.176 -2.853
H 4.751 2.926 2.289
H 4.404 2.638 4.703
H 2.097 2.651 5.635
H 0.540 3.416 1.744
H -4.504 2.006 5.532
H -6.718 1.647 4.463
H -7.023 2.096 2.072
H -4.926 4.202 0.122
H -6.249 3.016 0.007
H -2.396 2.487 0.119
H -4.216 0.208 -2.845
H -3.006 3.539 1.855
F -2.842 -1.668 -1.046
As -4.218 -2.929 -0.823
F -3.320 -3.491 0.580
F -3.229 -3.947 -1.863
F -5.431 -4.115 -0.624
F -4.967 -2.197 -2.204
F -4.954 -1.728 0.226
C -0.915 -0.256 0.552
C -0.953 -0.304 1.779
C -0.926 -0.355 3.179
C -2.123 -0.470 3.908
C -2.079 -0.499 5.285
C -0.859 -0.412 5.950
C 0.331 -0.324 5.233
C 0.305 -0.294 3.857
H -3.058 -0.541 3.370
H -2.995 -0.595 5.850
H -0.831 -0.417 7.029
H 1.275 -0.281 5.753
H 1.218 -0.226 3.284
C 2.365 -0.895 -6.849
C 2.851 -1.629 -5.603
C 2.436 -3.090 -5.648
C 4.363 -1.501 -5.452
O 2.216 -0.934 -4.488
P 1.842 -1.409 -3.067
O 0.834 -2.644 -3.303
O 1.298 -0.265 -2.294
O 3.039 -2.142 -2.340
C 3.886 -1.507 -1.351
C 3.106 -1.322 -0.050
C 4.371 -0.162 -1.883
C 5.039 -2.486 -1.149
H 2.750 -1.388 -7.737
H 2.704 0.137 -6.842
H 1.278 -0.901 -6.885
H 2.931 -3.574 -6.485
H 1.361 -3.170 -5.787
H 2.715 -3.595 -4.726
H 4.844 -1.902 -6.341
H 4.714 -2.062 -4.589
H 4.648 -0.456 -5.345
H 2.186 -0.779 -0.247
H 3.707 -0.764 0.664
H 2.855 -2.288 0.383
H 3.520 0.502 -2.027
H 4.868 -0.294 -2.840
H 5.074 0.289 -1.187
H 4.649 -3.443 -0.812
H 5.732 -2.105 -0.406
H 5.571 -2.643 -2.083
I -1.476 -0.525 -4.178
C 0.245 -3.292 -2.269
C 0.007 -4.658 -2.390
C -0.515 -5.332 -1.305
C -0.765 -4.634 -0.132
C -0.561 -3.269 -0.126
N -0.074 -2.611 -1.175
H 0.223 -5.140 -3.329
H -0.722 -6.389 -1.371
H -1.148 -5.123 0.750
H -0.804 -2.668 0.742
*
```

---

(4)
Density functional theory data (ωB97M-V with the def2-TZVPD basis set) for a 14-piece molecular cluster, C6H38O14 overall at a distorted geometry.

Calculated values
Electronic energy = -35503.271 eV
Energy relative to the best compared isomer or geometry (same formula, charge and spin) = 1.269 eV
Strongest force on any atom = 2.22 eV/A

Geometry as ORCA input:
```
! RIJCOSX wB97M-V def2-TZVPD def2/J DEFGRID3
* xyz 0 1
O 0.523 0.698 0.457
C 0.041 0.118 -0.507
C -1.259 -0.584 -0.377
C -1.951 -0.967 -1.714
C -1.242 -1.877 -2.719
C -1.195 -1.252 -4.104
C -2.015 -3.194 -2.900
H 0.653 -0.052 -1.403
H -1.977 -0.022 0.210
H -1.206 -1.531 0.180
H -2.813 -1.498 -1.288
H -2.398 -0.039 -2.100
H -0.260 -2.161 -2.316
H -2.108 -0.861 -4.553
H -0.980 -2.058 -4.817
H -0.397 -0.509 -4.167
H -2.389 -3.590 -1.932
H -2.885 -2.994 -3.517
H -1.411 -4.019 -3.232
H 1.953 -2.423 4.181
H 2.552 -1.704 2.980
O 1.877 -1.609 3.668
H 0.055 -2.676 3.343
H -0.524 -2.644 1.921
O -0.481 -3.181 2.716
H 2.455 -1.931 -1.503
H 2.591 -3.100 -0.446
O 2.469 -2.156 -0.565
H 4.671 -0.704 1.211
H 3.329 -1.340 0.831
O 4.032 -1.359 1.508
H 0.053 2.735 -1.292
H -0.274 2.725 -2.871
O 0.378 2.611 -2.183
H -0.732 4.375 0.196
H -1.946 4.143 -0.596
O -1.024 4.379 -0.749
H -1.353 2.570 1.798
H -1.265 3.903 2.462
O -1.595 3.503 1.646
H 2.333 2.797 1.299
H 0.851 2.647 1.013
O 1.491 3.249 1.411
H -1.876 0.145 2.734
H -2.573 1.383 3.478
O -2.294 1.002 2.646
H 0.586 0.873 3.168
H 0.364 -0.449 4.098
O 0.026 0.387 3.772
H 3.601 1.798 -0.461
H 2.553 0.656 -0.309
O 3.474 0.847 -0.515
H 3.268 -0.956 -3.388
H 2.131 -0.015 -3.704
O 2.418 -0.654 -3.043
H -4.792 -0.971 0.644
H -4.980 -1.840 -0.593
O -4.802 -0.935 -0.318
*
```

---

(5)
Density functional theory data (ωB97M-V with the def2-TZVPD basis set) for a 9-piece molecular cluster, H20NO8 overall at a distorted geometry.

Calculated values
Electronic energy = -18184.984 eV
Energy relative to the best compared isomer or geometry (same formula, charge and spin) = 5.274 eV
Strongest force on any atom = 13.49 eV/A

Geometry as ORCA input:
```
! RIJCOSX wB97M-V def2-TZVPD def2/J DEFGRID3
* xyz 1 1
N -0.097 0.223 0.154
H 0.164 1.048 0.831
H -1.036 0.605 -0.479
H -0.138 -0.645 0.432
H 0.608 0.409 -0.720
O 2.889 -0.354 -0.504
H 2.932 0.625 -0.658
H 2.662 -0.608 -1.495
O 1.811 -2.913 0.874
H 0.985 -3.492 0.878
H 2.119 -2.479 0.030
O 1.381 0.789 3.453
H 1.672 1.627 3.650
H 2.057 0.212 3.677
O -1.672 2.597 1.190
H -1.758 3.033 1.987
H -1.649 3.520 0.500
O 0.283 -2.124 -1.633
H -0.015 -3.121 -1.980
H 1.080 -1.704 -2.117
O -1.589 -1.105 2.278
H -1.188 -0.757 3.141
H -2.409 -0.679 2.379
O 0.207 1.227 -3.014
H 0.812 0.594 -3.653
H -0.511 1.657 -3.406
O -3.436 0.538 -1.743
H -3.247 1.385 -1.889
H -2.921 -0.102 -2.150
*
```

---

(6)
Density functional theory data (ωB97M-V with the def2-TZVPD basis set) for C27H29N2O3PtS3Te as an isolated structure.

Calculated values
Electronic energy = -80639.402 eV
Energy relative to the best compared isomer or geometry (same formula, charge and spin) = 0.098 eV
Strongest force on any atom = 0.36 eV/A

Geometry as ORCA input:
```
! RIJCOSX wB97M-V def2-TZVPD def2/J DEFGRID3
* xyz -2 4
Pt 2.094 -1.304 -2.142
S 4.756 1.530 0.339
C 3.729 0.536 -0.514
S 2.539 1.092 -1.636
S 3.689 -1.189 -0.366
O 2.209 -4.337 -5.400
C 2.169 -3.401 -4.587
O 2.607 -3.356 -3.415
C 1.473 -2.121 -5.090
C 1.074 -1.995 -6.416
C 0.427 -0.841 -6.816
C 0.178 0.153 -5.880
C 0.604 -0.044 -4.580
N 1.247 -1.149 -4.209
H 1.279 -2.821 -7.082
H 0.107 -0.720 -7.845
H -0.344 1.064 -6.141
H 0.432 0.684 -3.796
C -0.561 -3.698 -2.502
C -0.705 -2.192 -2.377
O -1.574 -1.587 -3.021
N 0.121 -1.597 -1.511
Te -1.294 0.028 0.042
C -2.115 1.561 1.365
C -2.382 2.854 0.893
C -2.072 3.315 -0.511
C -2.940 3.812 1.744
C -3.242 3.534 3.063
C -3.840 4.575 3.972
C -2.979 2.250 3.527
C -2.434 1.272 2.705
C -2.191 -0.094 3.283
C 0.298 -0.390 1.379
C 1.158 0.640 1.776
C 1.024 2.067 1.319
C 2.218 0.346 2.634
C 2.448 -0.934 3.099
C 3.649 -1.248 3.948
C 1.566 -1.936 2.715
C 0.497 -1.691 1.865
C -0.379 -2.852 1.483
H -1.531 -4.156 -2.297
H 0.211 -4.100 -1.847
H -0.289 -3.937 -3.532
H -1.788 2.498 -1.169
H -1.241 4.025 -0.496
H -2.935 3.826 -0.943
H -3.133 4.807 1.351
H -3.909 5.540 3.469
H -3.237 4.708 4.873
H -4.846 4.293 4.293
H -3.207 1.999 4.559
H -2.609 -0.166 4.289
H -1.123 -0.321 3.333
H -2.641 -0.865 2.654
H 0.549 2.125 0.342
H 2.016 2.513 1.233
H 0.427 2.650 2.027
H 2.918 1.137 2.878
H 4.317 -0.388 4.001
H 4.212 -2.077 3.516
H 3.364 -1.528 4.966
H 1.738 -2.954 3.054
H -0.230 -3.680 2.178
H -0.138 -3.192 0.475
H -1.435 -2.576 1.478
*
```

---

(7)
Density functional theory data (ωB97M-V with the def2-TZVPD basis set) for a 2-piece molecular cluster, CH5O2P overall at a distorted geometry.

Calculated values
Electronic energy = -14499.636 eV
Energy relative to the best compared isomer or geometry (same formula, charge and spin) = 2.098 eV
Strongest force on any atom = 4.72 eV/A

Geometry as ORCA input:
```
! RIJCOSX wB97M-V def2-TZVPD def2/J DEFGRID3
* xyz 0 1
C -0.171 -1.173 0.596
O 1.646 1.891 -0.825
O 0.781 -0.240 0.098
P 0.465 1.092 -0.665
H -1.103 -0.927 0.336
H -0.155 -1.297 1.609
H 0.060 -2.085 0.105
H -0.342 0.875 -1.730
H -1.180 1.865 0.477
*
```

---

(8)
Density functional theory data (ωB97M-V with the def2-TZVPD basis set) for one molecule with the formula C6H9N.

Calculated values
Electronic energy = -7858.124 eV
Energy relative to the best compared isomer or geometry (same formula, charge and spin) = 0.036 eV
SMILES = Cc1ccc(C)[nH]1
Strongest force on any atom = 0.32 eV/A

Geometry as ORCA input:
```
! RIJCOSX wB97M-V def2-TZVPD def2/J DEFGRID3
* xyz 0 1
C 1.893 -0.698 -1.561
C 0.620 -0.481 -0.814
C -0.647 -0.956 -1.048
C -1.493 -0.438 -0.024
C -0.721 0.341 0.798
C -1.119 1.209 1.943
N 0.562 0.305 0.312
H 2.602 -1.313 -0.994
H 1.672 -1.228 -2.491
H 2.396 0.245 -1.815
H -0.937 -1.568 -1.896
H -2.552 -0.611 0.114
H -0.526 2.131 1.953
H -2.164 1.501 1.811
H -1.015 0.722 2.922
H 1.353 0.767 0.741
*
```